13
Properties=species:S:1:pos:R:3:forces:R:3:mulliken_charge:R:1 method="wB97M-V/def2-TZVPD" smiles="C[C@H]1CC(=O)N1" homo_energy_ev=-9.805 lumo_ev=1.0 multiplicity=1
C -1.453771 -0.419213 0.340485 -0.022 0.015 0.004 -1.286
C -0.292265 -0.100409 -0.603900 -0.191 -0.005 -0.088 0.305
C 0.547128 1.142663 -0.220098 -0.034 0.194 0.048 -0.521
C 1.570566 0.130257 0.308935 0.294 -0.019 0.156 0.312
O 2.539883 0.165684 1.021609 -0.335 -0.047 -0.326 -0.595
N 0.912510 -0.904282 -0.328995 0.143 -0.174 0.154 -0.267
H -2.166036 -1.119410 -0.107160 0.117 0.101 0.038 0.323
H -1.059931 -0.885831 1.248511 -0.075 0.131 -0.018 0.360
H -1.996794 0.483344 0.639737 0.023 -0.134 -0.166 0.309
H -0.594849 -0.142151 -1.654555 0.017 0.019 0.153 0.329
H 0.937845 1.699237 -1.074502 -0.074 -0.057 0.079 0.248
H 0.111793 1.833640 0.502630 0.084 -0.135 0.008 0.255
H 0.943917 -1.883531 -0.072697 0.054 0.112 -0.042 0.229

***

8
Properties=species:S:1:pos:R:3:forces:R:3:mulliken_charge:R:1 method="wB97M-V/def2-TZVPD" smiles="F/C(Cl)=C(/Cl)Br.F" homo_energy_ev=-9.680 lumo_ev=-0.4 multiplicity=1
F -2.548628 -0.898983 0.373141 -0.101 0.053 -0.173 -0.199
C -1.402315 -1.205858 -0.236371 0.374 0.127 1.798 0.423
Cl -1.527877 -1.455094 -1.878677 -0.086 -0.404 -0.630 -0.097
C -0.283985 -1.252193 0.490725 0.872 0.434 1.336 0.117
Cl 1.239372 -1.620519 -0.228335 -0.509 0.126 0.369 -0.148
Br -0.137814 -0.720992 2.495769 -0.535 -0.750 -2.757 -0.108
F -1.305275 1.343774 -1.099234 4.425 -1.079 -11.908 -0.318
H -1.579727 1.428183 -0.360595 -4.439 1.493 11.965 0.329

***

13
Properties=species:S:1:pos:R:3:forces:R:3:mulliken_charge:R:1 method="wB97M-V/def2-TZVPD" smiles=S[C@H]1CC[C@H]1Cl homo_energy_ev=-9.178 lumo_ev=0.8 multiplicity=1
S 0.891818 -1.446876 -0.274075 2.696 -0.742 1.453 -0.192
C 0.838289 -0.030395 0.837191 -0.899 2.699 -1.342 0.007
C 1.524751 1.265679 0.117076 1.235 -1.042 -0.034 -0.586
C 0.271876 1.548632 -0.764693 -0.570 -2.178 -0.430 -0.457
C -0.481404 0.714690 0.370475 0.331 -0.221 -1.256 -0.520
Cl -2.003740 -0.235379 0.009672 0.814 0.367 0.022 -0.200
H 2.269618 -1.700808 0.072396 -1.901 0.101 -0.755 0.138
H 1.034726 -0.081897 1.953882 -0.375 -0.597 -1.528 0.329
H 1.620141 2.018844 0.907630 0.381 0.009 -0.332 0.288
H 2.528975 1.016317 -0.418370 -1.773 0.726 1.004 0.292
H 0.351169 0.921662 -1.724022 -0.242 1.033 1.400 0.237
H -0.137913 2.566032 -1.010868 0.710 -0.971 0.549 0.321
H -0.793304 1.419685 1.079839 -0.408 0.815 1.249 0.342

***

5
Properties=species:S:1:pos:R:3:forces:R:3:mulliken_charge:R:1 method="wB97M-V/def2-TZVPD" homo_energy_ev="-10.593 / -9.123" lumo_ev="-2.2 / 0.3" multiplicity=1
F 0.285759 1.426729 0.856437 -0.008 -0.365 -0.117 -0.203
F 0.630969 1.298947 -1.662363 -0.606 -0.778 1.079 -0.246
Si 0.095711 0.418965 -0.374465 0.403 1.423 -1.103 0.400
I 1.520243 -1.516299 -0.301378 0.203 -0.296 0.152 0.032
H -2.532682 -1.628341 1.481771 0.008 0.016 -0.011 0.017

***

21
Properties=species:S:1:pos:R:3:forces:R:3:mulliken_charge:R:1 method="wB97M-V/def2-TZVPD" smiles=CC(C)(C)C1CC1 homo_energy_ev=-10.095 lumo_ev=1.0 multiplicity=1
C -0.504710 1.684126 0.299263 -0.165 0.021 0.058 -1.697
C -0.546498 0.179703 0.073839 -0.595 -0.231 0.691 1.594
C -1.357828 -0.271049 -1.133239 -0.150 0.020 0.091 -1.675
C -1.298580 -0.476774 1.434166 0.071 0.466 -0.689 -1.654
C 0.876492 -0.414865 0.031283 -0.304 -0.225 0.477 -0.419
C 2.269922 0.139733 -0.202391 -0.152 0.107 0.213 -0.512
C 1.766644 -1.000166 -1.051620 -0.246 -0.108 0.043 -0.523
H 0.149720 1.899212 1.153167 -0.192 0.033 -0.119 0.341
H -0.120814 2.255128 -0.557552 -0.110 -0.292 0.064 0.378
H -1.515785 2.025693 0.529465 0.056 0.268 -0.008 0.439
H -2.401270 0.009180 -0.973614 -0.070 -0.072 -0.251 0.436
H -1.012758 0.154455 -2.086524 0.022 0.048 0.333 0.377
H -1.286617 -1.362604 -1.221769 -0.132 0.199 -0.005 0.334
H -0.870762 -0.202343 2.427290 0.180 0.263 -0.927 0.401
H -2.331227 -0.113117 1.453257 0.072 0.061 -0.086 0.421
H -1.381940 -1.588884 1.500293 0.338 0.668 -0.729 0.393
H 0.597699 -0.951447 0.921953 2.557 -1.311 0.229 0.417
H 2.443809 1.085443 -0.722578 -0.388 -0.194 0.214 0.239
H 3.045467 -0.071443 0.534331 -0.287 0.012 -0.087 0.237
H 2.202078 -1.988394 -0.899573 -0.209 0.222 0.090 0.237
H 1.620825 -0.778276 -2.112384 -0.295 0.045 0.398 0.238

***

ΔE to the lowest compared entry with this formula, charge and spin per entry: 81.0, 215.9, 96.0, 388.5, 206.1 kJ/mol